Record 1
16
Properties=species:S:1:pos:R:3 method="wB97M-V/def2-TZVPD" smiles="C=CN.NCO" total_charge=0 gap_ev=8.98 fmax_ev_per_a=1.23 lumo_ha=0.033 relative_energy_kj_mol=180.61 total_energy_ev=-8299.63211 homo_energy_ev=-8.094
C 1.45750 -0.22129 2.04162
C 2.07383 -1.17047 1.34525
N 1.42818 -2.16271 0.66449
H 0.38298 -0.15349 2.15896
H 2.01073 0.66308 2.33362
H 3.13165 -1.29077 1.39058
H 1.97683 -2.92838 0.32226
H 0.43725 -2.28665 0.73709
N -2.43632 0.44184 -1.11665
C -1.15675 1.01720 -0.80190
O -0.79794 1.97114 -1.77682
H -2.57577 -0.46121 -0.69887
H -3.26972 1.00795 -1.11213
H -0.48148 0.15159 -0.81710
H -1.02483 1.50008 0.17248
H -1.39939 1.78362 -2.51509



Record 2
99
Properties=species:S:1:pos:R:3 method="wB97M-V/def2-TZVPD" total_charge=0 gap_ev=8.30 fmax_ev_per_a=10.48 lumo_ha=0.014 relative_energy_kj_mol=2390.26 total_energy_ev=-46381.96977 homo_energy_ev=-7.925
C 9.57573 26.20932 5.32880
C 10.30200 25.10887 6.18341
O 10.95066 25.77770 7.24710
H 8.78396 26.68789 5.90515
H 9.09701 25.80953 4.43488
H 10.24728 26.99929 4.99255
H 11.02433 24.49942 5.64036
H 9.49357 24.51407 6.60857
H 11.45282 25.07641 7.66856
C 13.61883 32.14928 5.23029
C 12.81328 33.37290 5.26424
O 12.30077 33.79965 3.99444
H 14.47690 32.35590 4.59066
H 13.03070 31.27821 4.94142
H 13.92000 32.00301 6.26759
H 13.52241 34.13689 5.58292
H 12.00124 33.25989 5.98251
H 11.81036 34.61554 4.11862
C 8.19595 28.20344 3.66873
C 7.39168 26.90124 3.53878
O 8.10597 26.01330 2.71129
H 8.27253 28.67210 2.68761
H 9.22389 28.09370 4.01427
H 7.79719 28.87420 4.42978
H 6.39738 27.09373 3.13576
H 7.20570 26.47723 4.52555
H 7.64538 25.18479 2.55964
C 11.73744 32.79484 1.70491
C 12.69679 31.68609 2.18834
O 12.66032 31.50890 3.58585
H 11.66339 33.57838 2.45902
H 10.66892 32.59556 1.62329
H 12.09607 33.18426 0.75210
H 13.64580 32.12650 1.88252
H 12.54798 30.75341 1.64422
H 12.58772 32.32788 4.08142
C 8.93102 29.60187 6.81340
C 10.04570 28.51518 6.84961
O 9.58205 27.23759 7.39219
H 8.90010 30.17926 7.73740
H 7.93950 29.21757 6.57395
H 9.20760 30.39174 6.11505
H 10.95275 28.82847 7.36655
H 10.40375 28.48595 5.82050
H 10.27723 26.57611 7.36481
C 13.13584 26.00306 3.15735
C 12.39751 24.72800 2.90464
O 11.71449 24.75034 1.66643
H 12.98507 26.70988 2.34140
H 14.21376 25.86254 3.23761
H 12.96589 26.42500 4.14790
H 11.61378 24.67645 3.66043
H 12.91706 23.81715 3.20212
H 10.82877 25.11727 1.71603
C 11.19410 28.55612 2.90572
C 11.67385 28.59328 4.39353
O 12.29100 29.82948 4.66074
H 10.92263 29.48513 2.40440
H 10.41839 27.79739 2.80226
H 12.04225 28.13908 2.36273
H 12.37451 27.76326 4.48434
H 10.87108 28.33525 5.08424
H 12.68520 30.15263 3.84724
C 14.16237 28.52399 7.83299
C 13.21651 27.97171 6.89991
O 13.53595 28.46665 5.55767
H 13.74443 29.20201 8.57712
H 14.99899 29.12730 7.48058
H 14.61043 27.66263 8.32837
H 12.25430 28.39695 7.18525
H 13.29106 26.88507 6.94178
H 12.85715 29.09716 5.30612
C 10.76058 29.57846 0.32830
C 10.45411 29.31882 -1.16485
O 9.53462 30.23719 -1.62115
H 11.41108 28.80498 0.73656
H 9.86097 29.63957 0.94074
H 11.15663 30.57294 0.53386
H 10.05182 28.30882 -1.24328
H 11.26073 29.47163 -1.88187
H 8.91055 29.80470 -2.20859
C 14.57184 28.87566 0.69287
C 13.81386 27.72197 1.21105
O 12.61640 27.83000 0.56922
H 14.98129 28.48111 -0.23707
H 15.35679 29.19150 1.38004
H 14.03447 29.80951 0.52776
H 13.61750 27.78376 2.28143
H 14.41354 26.81267 1.17015
H 12.02358 27.14884 0.89507
C 10.25561 31.06889 4.45414
C 9.44857 32.34220 4.52977
O 8.83363 32.36301 5.81651
H 10.89299 31.00919 5.33635
H 10.80642 31.00721 3.51557
H 9.70843 30.12976 4.37204
H 8.67572 32.28191 3.76350
H 10.04572 33.23398 4.33938
H 9.42979 32.52264 6.55184



Record 3
29
Properties=species:S:1:pos:R:3 method="wB97M-V/def2-TZVPD" total_charge=+4 gap_ev=4.34 fmax_ev_per_a=8.93 lumo_ha=-0.571 relative_energy_kj_mol=0.00 total_energy_ev=-165329.86315 homo_energy_ev=-19.864
Lu -1.67017 -0.10682 -5.82905
Sc -0.81677 -0.15289 -2.06433
Cl -1.08765 -1.83227 -4.04258
Cl -0.74224 1.53121 -4.02595
C 0.89993 0.98461 -1.63470
C -0.23826 -1.55700 -6.88904
C -0.06496 0.93359 -7.15132
O 1.63427 1.83440 -1.31138
O 0.71479 -2.15549 -7.16816
O 0.90250 1.22688 -7.71486
C 2.16941 -0.51105 1.10422
N 0.73551 -0.34848 1.36321
C -0.25820 -0.92336 0.62294
Se 0.10434 -2.14166 -0.78743
N -1.43494 -0.64403 1.29519
C -1.17567 0.03690 2.48337
C -1.99496 0.32408 3.56260
C -1.37067 0.84864 4.69868
C 0.03001 1.01751 4.75446
C 0.84012 0.68637 3.65470
C 0.19168 0.22983 2.51389
H 2.39834 -1.56080 0.86158
H 2.70937 -0.20694 2.01249
H 2.46595 0.11815 0.25880
H -2.33992 -1.02935 1.03167
H -3.06313 0.13155 3.48594
H -1.96424 1.11344 5.56856
H 0.49425 1.40157 5.67284
H 1.93128 0.75140 3.67367



Record 4
13
Properties=species:S:1:pos:R:3 method="wB97M-V/def2-TZVPD" smiles=N[C@@H]1[C@@H]2C[C@]12O total_charge=0 gap_ev=9.18 fmax_ev_per_a=2.44 lumo_ha=0.036 relative_energy_kj_mol=500.46 total_energy_ev=-7794.45753 homo_energy_ev=-8.188
N 0.59454 -1.71512 0.62999
C 0.61142 -0.27407 0.68209
C -0.59748 0.54246 0.72105
C -1.13730 0.29677 -1.07337
C 0.14981 0.59721 -0.55299
O 0.99821 1.57339 -1.06583
H 1.52229 -2.09852 0.48495
H 0.23449 -2.11207 1.49102
H 1.49036 0.18524 1.13394
H -1.49836 0.16841 1.19106
H -1.40612 -0.74367 -1.18790
H -1.72855 1.07928 -1.53376
H 0.76670 2.50069 -0.92026



Record 5
46
Properties=species:S:1:pos:R:3 method="wB97M-V/def2-TZVPD" total_charge=+3 gap_ev=6.31 fmax_ev_per_a=0.22 lumo_ha=-0.443 relative_energy_kj_mol=0.00 total_energy_ev=-50089.77526 homo_energy_ev=-18.363
Ti 0.12796 0.10936 0.95444
N 0.97348 -0.87801 2.63411
C 1.29905 0.01993 3.81910
C 2.41136 0.99633 3.49177
C 2.04824 2.03783 2.45268
N 1.80773 1.40049 1.09969
H 0.31565 -1.59090 2.95739
H 1.82513 -1.39731 2.40114
H 1.58862 -0.62443 4.64814
H 0.38038 0.53901 4.09545
H 3.32066 0.45806 3.20195
H 2.66908 1.52082 4.41394
H 2.84976 2.76673 2.34166
H 1.13869 2.57635 2.72076
H 2.68603 0.98017 0.78689
H 1.63567 2.15814 0.43203
C -4.05129 -0.62079 0.98988
C -2.83393 -0.21752 1.79142
C -2.97630 -0.43334 3.28617
O -1.63236 -0.97423 1.29468
C -2.46550 1.23894 1.52348
O -3.11797 2.19143 1.45137
O -0.98535 1.33220 1.38776
H -4.31648 -1.65753 1.20395
H -3.90082 -0.48334 -0.08090
H -4.89288 0.00188 1.29455
H -3.20107 -1.48016 3.49028
H -3.80712 0.16850 3.65629
H -2.07792 -0.13849 3.83109
H -1.92417 -1.83449 0.95328
N 0.36698 -0.31146 -0.92795
C 0.46454 -0.50631 -2.09809
N 0.56259 -0.71789 -3.32776
C 1.58261 -1.66950 -3.91799
C 2.29483 -0.94367 -5.05116
O 1.35814 -0.45695 -5.97790
C 0.54572 0.54865 -5.42829
C -0.34033 -0.03290 -4.33560
H 1.01132 -2.51803 -4.29358
H 2.26118 -1.98766 -3.12913
H 2.93489 -1.65700 -5.56845
H 2.91981 -0.13191 -4.65922
H -0.09334 0.93116 -6.22295
H 1.15141 1.37532 -5.03735
H -0.99002 -0.81384 -4.72958
H -0.92470 0.72632 -3.81944



Record 6
84
Properties=species:S:1:pos:R:3 method="wB97M-V/def2-TZVPD" total_charge=0 gap_ev=5.72 fmax_ev_per_a=3.12 lumo_ha=-0.040 relative_energy_kj_mol=37.48 total_energy_ev=-66774.16873 homo_energy_ev=-6.815
Sn 0.14642 -2.18393 4.06830
C -0.88566 2.78199 3.74103
C -1.33444 2.00468 2.75002
C -0.63423 1.56875 1.50207
C 0.51938 0.57620 1.72422
C 1.74796 1.15683 2.34093
C 1.99931 2.38811 2.79585
C 1.23739 3.65016 2.53749
C 0.15378 3.85206 3.62717
C 2.10768 -2.68068 5.08380
H -1.42865 2.80001 4.69030
H -2.36678 1.63428 2.80028
H -0.32046 2.39641 0.85202
H -1.40593 1.04067 0.92806
H 0.13707 -0.29752 2.30229
H 0.80797 0.15220 0.74494
H 2.56878 0.43936 2.41267
H 2.90092 2.52839 3.41301
H 0.78649 3.69583 1.53546
H 1.94242 4.49890 2.61360
H 0.65727 3.95289 4.59763
H -0.35147 4.81572 3.45433
H 1.95915 -2.97214 6.12687
H 2.88091 -1.88901 4.96558
H 2.43591 -3.58802 4.56472
P 1.66004 -1.25789 -3.09710
P -1.78065 -0.94559 -2.87403
N 3.09592 -0.21427 -3.28894
N 2.29524 -2.49482 -4.19877
N -1.88732 0.81808 -2.85092
N -3.45938 -1.15797 -3.43613
C 0.59549 -0.40352 -4.35173
C -0.82683 -1.00994 -4.48319
C 3.80581 0.25657 -2.17785
C 4.81785 1.10051 -2.61644
C 4.74025 1.15112 -4.04339
C 3.66677 0.35127 -4.42897
C 2.49334 -3.80539 -3.74758
C 2.99871 -4.56895 -4.79262
C 3.12365 -3.70860 -5.92632
C 2.66624 -2.45246 -5.54262
C -1.54334 1.50218 -1.68136
C -1.60956 2.86913 -1.91583
C -1.95274 3.03849 -3.29201
C -2.07633 1.77326 -3.85124
C -4.24300 -0.43924 -4.34418
C -5.33395 -1.21885 -4.71502
C -5.24668 -2.44525 -3.98422
C -4.10852 -2.38369 -3.19994
H 1.08022 -0.38115 -5.34269
H 0.51931 0.63616 -3.99714
H -1.39144 -0.49751 -5.28442
H -0.76620 -2.07949 -4.74700
H 3.50820 -0.05525 -1.18647
H 5.52589 1.62286 -1.99108
H 5.37905 1.70598 -4.70908
H 3.25395 0.16325 -5.40649
H 2.25887 -4.05160 -2.72140
H 3.25827 -5.61618 -4.74732
H 3.52122 -3.96065 -6.89575
H 2.57193 -1.54748 -6.11534
H -1.30281 0.92514 -0.80198
H -1.45624 3.64893 -1.18315
H -2.11017 3.96957 -3.80792
H -2.30800 1.48305 -4.86358
H -4.00007 0.56821 -4.61894
H -6.07836 -0.93659 -5.43462
H -5.93516 -3.27012 -4.04683
H -3.69579 -3.07310 -2.47969
C 1.03078 0.38657 5.65947
C -0.32738 0.12349 6.11350
C -1.15501 0.79854 7.03304
C -2.38929 0.12462 7.03612
C -2.26047 -0.98656 6.17815
C -3.28105 -2.00603 5.91567
N -0.99480 -0.97984 5.64053
H 1.67515 -0.47663 5.86282
H 1.44917 1.25037 6.18647
H 1.09458 0.58949 4.57883
H -0.83925 1.64989 7.63191
H -3.29050 0.38075 7.57768
H -3.24023 -2.80335 6.66786
H -4.25532 -1.52347 6.04518
H -3.20122 -2.45825 4.92136



What did the fifth record say?
46
Properties=species:S:1:pos:R:3 method="wB97M-V/def2-TZVPD" total_charge=+3 gap_ev=6.31 fmax_ev_per_a=0.22 lumo_ha=-0.443 relative_energy_kj_mol=0.00 total_energy_ev=-50089.77526 homo_energy_ev=-18.363
Ti 0.12796 0.10936 0.95444
N 0.97348 -0.87801 2.63411
C 1.29905 0.01993 3.81910
C 2.41136 0.99633 3.49177
C 2.04824 2.03783 2.45268
N 1.80773 1.40049 1.09969
H 0.31565 -1.59090 2.95739
H 1.82513 -1.39731 2.40114
H 1.58862 -0.62443 4.64814
H 0.38038 0.53901 4.09545
H 3.32066 0.45806 3.20195
H 2.66908 1.52082 4.41394
H 2.84976 2.76673 2.34166
H 1.13869 2.57635 2.72076
H 2.68603 0.98017 0.78689
H 1.63567 2.15814 0.43203
C -4.05129 -0.62079 0.98988
C -2.83393 -0.21752 1.79142
C -2.97630 -0.43334 3.28617
O -1.63236 -0.97423 1.29468
C -2.46550 1.23894 1.52348
O -3.11797 2.19143 1.45137
O -0.98535 1.33220 1.38776
H -4.31648 -1.65753 1.20395
H -3.90082 -0.48334 -0.08090
H -4.89288 0.00188 1.29455
H -3.20107 -1.48016 3.49028
H -3.80712 0.16850 3.65629
H -2.07792 -0.13849 3.83109
H -1.92417 -1.83449 0.95328
N 0.36698 -0.31146 -0.92795
C 0.46454 -0.50631 -2.09809
N 0.56259 -0.71789 -3.32776
C 1.58261 -1.66950 -3.91799
C 2.29483 -0.94367 -5.05116
O 1.35814 -0.45695 -5.97790
C 0.54572 0.54865 -5.42829
C -0.34033 -0.03290 -4.33560
H 1.01132 -2.51803 -4.29358
H 2.26118 -1.98766 -3.12913
H 2.93489 -1.65700 -5.56845
H 2.91981 -0.13191 -4.65922
H -0.09334 0.93116 -6.22295
H 1.15141 1.37532 -5.03735
H -0.99002 -0.81384 -4.72958
H -0.92470 0.72632 -3.81944